# 1
C26H20IrN5O4S | ωB97M-V/def2-TZVPD

Geometry as XYZ:
```
57
Properties=species:S:1:pos:R:3:nbo_charge:R:1
Ir 1.447 0.313 -0.157 1.226
S 4.287 1.501 1.262 1.387
O 5.408 1.216 0.349 -0.980
O 0.870 -0.593 1.507 -0.608
O 1.855 1.518 -1.873 -0.499
O -0.060 -0.583 -1.203 -0.755
N 2.610 -1.339 -0.575 -0.492
N 2.902 1.233 0.876 -1.039
N -0.940 1.678 0.803 -0.113
N 3.020 -3.463 -0.762 -0.503
N 0.117 1.751 0.135 -0.166
C 1.443 3.781 -2.638 -0.287
C -0.489 4.025 -0.644 -0.177
C -0.923 -1.659 2.510 -0.261
C 2.996 1.401 -2.732 -0.245
C 3.981 -1.514 -0.569 -0.091
C 1.215 2.741 -1.757 0.364
C -1.247 0.567 1.541 0.007
C -3.473 1.662 1.900 -0.206
C -0.393 -0.535 1.806 0.397
C -3.084 -0.574 2.731 -0.101
C -0.267 5.068 -1.529 -0.219
C -2.207 -1.683 2.930 -0.117
C 0.199 -4.170 -0.524 -0.162
C 0.617 -2.850 -0.734 -0.240
C -1.689 -2.253 -1.135 -0.288
C -0.344 -1.853 -1.022 0.464
C -2.602 0.564 2.058 -0.012
C 0.702 4.949 -2.512 -0.186
C -2.071 -3.559 -0.937 -0.176
C 2.042 -2.534 -0.679 0.406
C -4.410 -0.604 3.207 -0.163
C 0.265 2.868 -0.736 0.037
C -4.754 1.618 2.388 -0.193
C -1.126 -4.536 -0.618 -0.273
C 4.245 -2.835 -0.692 -0.085
C -5.238 0.474 3.042 -0.235
H 2.174 3.686 -3.427 0.227
H -3.114 2.544 1.390 0.224
H -1.425 -5.560 -0.441 0.213
H -0.252 -2.493 2.664 0.230
H 0.926 -4.929 -0.256 0.190
H -1.231 4.098 0.139 0.239
H -6.254 0.447 3.413 0.214
H -2.415 -1.482 -1.361 0.224
H 3.419 0.424 -2.532 0.223
H -3.117 -3.827 -1.015 0.213
H -5.399 2.479 2.267 0.212
H -2.595 -2.563 3.431 0.213
H -0.851 5.974 -1.446 0.222
H 4.659 -0.680 -0.476 0.265
H -4.760 -1.497 3.710 0.208
H 3.728 2.170 -2.485 0.205
H 2.679 1.477 -3.771 0.192
H 2.867 -4.446 -0.894 0.425
H 5.172 -3.377 -0.732 0.227
H 0.883 5.764 -3.199 0.221
```

Results
Orbital gap in eV: 6.6
Relative energy (zero: lowest compared OMol25 entry of this formula, charge and spin) in eV: 0.000
Multiplicity: 1
Highest occupied orbital energy in eV: -7.34
E_tot in eV: -56601.585

---

# 2
C26H20MoN6OS | ωB97M-V/def2-TZVPD

Geometry as XYZ:
```
55
Properties=species:S:1:pos:R:3:nbo_charge:R:1
Mo 1.091 -0.246 -0.408 0.812
S 1.968 1.322 -1.958 -0.040
O 3.898 -2.494 -0.171 -0.278
N -0.356 1.340 -0.188 -0.261
N 0.904 3.684 -2.418 -0.745
N -0.248 2.526 -0.851 -0.394
N 2.974 -2.786 -1.145 0.240
N -0.453 -1.059 0.934 -0.491
N 1.975 -2.071 -1.279 -0.211
C -1.402 -2.663 2.420 -0.220
C 2.220 0.497 1.209 0.003
C -0.057 -1.722 -2.513 -0.228
C -2.512 2.086 0.704 -0.161
C -3.812 1.721 0.360 -0.187
C -1.452 -0.190 1.224 0.167
C -4.848 2.626 0.521 -0.200
C 1.091 -2.490 -2.349 0.146
C -2.440 -0.522 2.137 -0.194
C -1.409 1.123 0.537 0.281
C -0.436 -2.262 1.514 0.085
C 2.743 1.234 2.263 -0.155
C 2.728 -0.587 0.632 -0.124
C 0.765 2.585 -1.672 0.320
C -3.299 4.247 1.399 -0.216
C -0.956 -2.032 -3.521 -0.167
C 3.953 0.858 2.838 -0.094
C 0.454 -3.873 -4.180 -0.165
C 1.361 -3.570 -3.178 -0.200
C -4.593 3.885 1.047 -0.163
C 3.788 -1.439 0.684 0.278
C 4.808 -1.243 1.617 -0.122
C 4.832 -0.210 2.547 -0.144
C -0.696 -3.113 -4.353 -0.151
C -2.414 -1.773 2.739 -0.103
C -2.254 3.357 1.215 -0.102
H 5.707 -0.219 3.186 0.254
H 4.300 1.485 3.652 0.249
H -4.018 0.739 -0.050 0.217
H -1.845 -1.432 -3.655 0.243
H -5.404 4.587 1.183 0.238
H 0.381 -2.918 1.241 0.212
H 2.259 -4.156 -3.050 0.256
H 0.649 -4.709 -4.837 0.249
H -1.348 -3.647 2.861 0.258
H -0.350 -0.843 -1.913 0.190
H -3.212 0.194 2.374 0.266
H -1.389 -3.362 -5.144 0.248
H 1.648 3.772 -3.087 0.424
H -5.855 2.350 0.240 0.237
H 2.237 2.109 2.651 0.247
H -3.180 -2.045 3.452 0.254
H -3.104 5.228 1.808 0.235
H 0.210 4.412 -2.350 0.428
H 5.641 -1.937 1.613 0.265
H -1.243 3.647 1.467 0.213
```

Results
Orbital gap (spin up / spin down) in eV: 6.6 / 5.9
Multiplicity: 3
Net charge: +2
Expectation value of S²: 2.037
Highest occupied orbital energy (spin up / spin down) in eV: -13.69 / -13.83
E_tot in eV: -50947.644

---

# 3
C26H20N2O2SSbSe4W | ωB97M-V/def2-TZVPD

Geometry as XYZ:
```
57
Properties=species:S:1:pos:R:3:nbo_charge:R:1
W -1.290 -0.345 2.188 0.305
Sb -0.514 -2.033 4.124 1.023
Se -0.328 -2.815 1.831 -0.391
Se 0.310 0.263 4.141 -0.289
Se -1.239 -3.323 5.983 -0.618
Se -3.282 -0.614 3.223 -0.001
S -1.823 -0.263 -0.798 2.344
O -2.764 -0.429 0.318 -0.944
O -2.113 0.744 -1.778 -0.936
N 1.796 -0.260 1.447 -0.452
N -0.488 -0.074 0.019 -0.938
C 1.010 2.466 1.695 -0.138
C 1.920 -0.105 0.112 0.208
C -1.768 -1.810 -1.675 -0.369
C -1.281 -1.862 -2.972 -0.160
C -1.204 -3.084 -3.621 -0.227
C -1.407 1.857 1.871 -0.177
C -2.012 4.604 1.301 -0.208
C -0.360 2.819 1.663 -0.118
C 4.166 -0.467 1.634 -0.266
C -2.218 -2.959 -1.043 -0.101
C 2.010 3.373 1.462 -0.248
C 0.729 0.087 -0.641 0.175
C 0.384 5.103 1.160 -0.200
C -2.143 -4.172 -1.706 -0.235
C -1.624 -4.255 -2.996 0.001
C -2.700 2.337 1.738 -0.285
C 2.869 -0.434 2.170 0.062
C -3.005 3.688 1.471 -0.207
C 0.867 0.436 -1.972 -0.277
C -1.530 -5.584 -3.689 -0.628
C 3.278 0.235 -1.900 -0.239
C 2.126 0.492 -2.592 -0.172
C 1.695 4.717 1.194 -0.228
C -0.663 4.182 1.380 -0.061
C 4.318 -0.259 0.291 -0.136
C 3.185 -0.049 -0.520 -0.096
H -0.010 0.674 -2.555 0.234
H -4.045 3.982 1.393 0.199
H 5.015 -0.625 2.284 0.214
H -0.850 -6.252 -3.157 0.221
H -2.504 -6.075 -3.728 0.217
H -0.973 -0.951 -3.465 0.230
H -2.493 -5.069 -1.210 0.213
H 3.043 3.049 1.484 0.200
H -3.535 1.658 1.822 0.212
H -2.647 -2.893 -0.052 0.241
H -1.164 -5.473 -4.709 0.210
H -0.815 -3.127 -4.631 0.206
H 2.170 0.751 -3.643 0.205
H 5.300 -0.237 -0.168 0.205
H 4.250 0.273 -2.375 0.203
H 0.118 6.134 0.950 0.196
H 2.711 -0.543 3.240 0.212
H 2.485 5.436 1.014 0.198
H -2.229 5.644 1.088 0.193
H 1.267 1.436 1.902 0.217
```

Results
Orbital gap (spin up / spin down) in eV: 6.2 / 6.2
Relative energy (zero: lowest compared OMol25 entry of this formula, charge and spin) in eV: 0.247
Multiplicity: 1
Net charge: -1
Highest occupied orbital energy (spin up / spin down) in eV: -4.41 / -4.41
E_tot in eV: -314949.328

---

- Which value of multiplicity does entry 3 give?
  1